(a)
{
  "formula": "C6H8O2",
  "method": "ωB97M-V/def2-TZVPD",
  "gap_ev": 8.16,
  "e_homo_ha": -0.2882,
  "species": ["C", "C", "C", "C", "C", "O", "C", "O", "H", "H", "H", "H", "H", "H", "H", "H"],
  "coordinates": [[1.049, 0.487, -0.033], [1.739, -0.524, -0.931], [-1.167, -0.493, 0.830], [-0.908, 0.527, -0.078], [-1.509, 1.558, -0.648], [-2.412, -0.821, 1.301], [0.023, -0.964, 1.293], [0.714, -1.789, 1.777], [-2.449, -1.778, 1.450], [1.633, 0.701, 0.866], [1.019, 1.450, -0.540], [-2.487, 1.877, -0.303], [-1.061, 2.094, -1.476], [1.105, -0.802, -1.776], [2.663, -0.100, -1.337], [2.049, -1.422, -0.394]]
}

***

(b)
{
  "formula": "C6H8O2",
  "method": "ωB97M-V/def2-TZVPD",
  "gap_ev": 9.72,
  "e_homo_ha": -0.3420,
  "species": ["C", "C", "C", "C", "C", "C", "H", "H", "H", "H", "H", "H", "H", "H", "O", "O"],
  "coordinates": [[-0.485, -1.154, -0.041], [0.297, -0.331, 1.074], [-0.149, 1.134, 0.741], [-0.003, 1.078, -0.759], [0.432, -0.339, -0.988], [1.341, -0.619, 0.033], [-2.103, -0.198, -0.280], [-0.334, -2.220, -0.302], [0.499, -0.729, 2.120], [-1.153, 1.256, 1.123], [0.558, 1.831, 1.301], [-1.014, 1.270, -1.187], [0.728, 1.790, -1.114], [0.675, -0.809, -1.939], [-1.858, -1.172, 0.098], [2.569, -0.786, 0.120]]
}

***

The least stable of them is (a).

***

(a)
{
  "formula": "C4H6OS",
  "method": "ωB97M-V/def2-TZVPD",
  "gap_ev": 9.24,
  "e_homo_ha": -0.3290,
  "species": ["C", "C", "C", "C", "H", "H", "H", "H", "H", "H", "O", "S"],
  "coordinates": [[-1.230, -0.727, -0.351], [0.081, -0.302, 0.197], [1.315, 0.269, -0.620], [0.278, 1.062, 1.046], [-1.954, -1.489, 0.442], [-1.208, -1.252, -1.702], [-1.885, 0.453, -0.215], [0.427, -1.240, 0.745], [1.200, 0.275, -1.953], [2.247, -0.418, -0.073], [0.978, 1.612, 0.050], [-0.249, 1.758, 2.433]]
}

***

(b)
{
  "formula": "C4H6OS",
  "method": "ωB97M-V/def2-TZVPD",
  "gap_ev": 9.34,
  "e_homo_ha": -0.3221,
  "smiles": "OC(=S)C1CC1",
  "species": ["O", "C", "S", "C", "C", "C", "H", "H", "H", "H", "H", "H"],
  "coordinates": [[-0.867, -1.566, -0.960], [-0.309, -0.634, -0.172], [-0.145, -0.879, 1.423], [0.110, 0.600, -0.886], [1.345, 1.360, -0.455], [0.033, 1.963, -0.217], [-0.862, -1.250, -1.915], [-0.071, 0.641, -1.950], [1.878, 1.812, -1.240], [1.867, 0.915, 0.399], [-0.310, 2.778, -0.851], [-0.320, 1.965, 0.846]]
}

***

(c)
{
  "formula": "C4H6OS",
  "method": "ωB97M-V/def2-TZVPD",
  "gap_ev": 9.46,
  "e_homo_ha": -0.3350,
  "smiles": "C=C(C)OC=S",
  "species": ["C", "C", "C", "O", "C", "S", "H", "H", "H", "H", "H", "H"],
  "coordinates": [[1.113, -1.040, -0.857], [0.545, -0.224, -0.027], [0.639, 1.278, 0.183], [-0.428, -0.711, 0.909], [-1.781, -0.576, 0.669], [-2.408, 0.115, -0.630], [1.812, -0.599, -1.600], [0.901, -2.119, -0.900], [-0.353, 1.688, 0.065], [0.915, 1.503, 1.210], [1.333, 1.799, -0.509], [-2.287, -1.113, 1.488]]
}

***

The least stable of them is (a).

***

(a)
{
  "formula": "C4H6OS",
  "method": "ωB97M-V/def2-TZVPD",
  "gap_ev": 9.50,
  "e_homo_ha": -0.3306,
  "smiles": "C=C(C)OC=S",
  "species": ["C", "C", "C", "O", "C", "S", "H", "H", "H", "H", "H", "H"],
  "coordinates": [[-0.217, 2.109, -0.494], [-0.143, 1.094, 0.391], [-1.069, 0.695, 1.530], [1.002, 0.301, 0.412], [1.032, -0.841, -0.256], [-0.203, -1.652, -0.858], [-1.055, 2.740, -0.528], [0.571, 2.350, -1.244], [-1.593, -0.279, 1.346], [-0.523, 0.626, 2.500], [-1.848, 1.453, 1.601], [2.068, -1.204, -0.277]]
}

***

(b)
{
  "formula": "C4H6OS",
  "method": "ωB97M-V/def2-TZVPD",
  "gap_ev": [6.21, 8.73],
  "e_homo_ha": [-0.2579, -0.3071],
  "species": ["C", "C", "C", "C", "O", "S", "H", "H", "H", "H", "H", "H"],
  "coordinates": [[-0.265, -1.028, 0.549], [-1.013, -0.068, -0.447], [1.186, -0.798, 0.632], [0.542, 1.512, -0.750], [-0.682, 1.337, -0.313], [1.723, 0.215, -0.701], [-0.690, -0.753, 1.570], [-0.501, -2.042, 0.344], [-0.705, -0.288, -1.478], [-2.117, -0.222, -0.487], [1.535, -0.273, 1.485], [0.987, 2.408, -0.404]]
}

***

The least stable of them is (b).

***

(a)
{
  "formula": "C4H6OS",
  "method": "ωB97M-V/def2-TZVPD",
  "gap_ev": 8.67,
  "e_homo_ha": -0.3183,
  "smiles": "C=C=C(C)OS",
  "species": ["C", "C", "C", "C", "O", "S", "H", "H", "H", "H", "H", "H"],
  "coordinates": [[1.912, 1.508, 0.474], [0.753, 0.982, 0.234], [-0.409, 0.304, 0.203], [-0.258, -1.140, 0.613], [-1.688, 0.875, 0.256], [-3.316, 0.455, -0.244], [2.148, 1.572, 1.570], [2.766, 1.802, -0.311], [-0.386, -1.888, -0.240], [0.709, -1.250, 0.903], [-0.972, -1.577, 1.354], [-3.105, 0.670, -1.559]]
}

***

(b)
{
  "formula": "C4H6OS",
  "method": "ωB97M-V/def2-TZVPD",
  "gap_ev": 9.72,
  "e_homo_ha": -0.3269,
  "species": ["C", "C", "C", "C", "O", "S", "H", "H", "H", "H", "H", "H"],
  "coordinates": [[-0.078, 0.894, 0.773], [-0.974, 1.545, -0.013], [0.567, -0.346, 0.335], [-0.289, -0.877, -1.147], [-0.248, 1.484, -2.545], [-1.220, 0.811, -1.674], [-0.010, 1.162, 1.740], [-1.425, 2.506, 0.244], [1.455, 0.037, -0.088], [0.571, -1.134, 1.115], [0.284, -1.112, -2.001], [-0.905, -1.602, -0.772]]
}

***

The least stable of them is (a).

***

(a)
{
  "formula": "C4H6OS",
  "method": "ωB97M-V/def2-TZVPD",
  "gap_ev": 9.69,
  "e_homo_ha": -0.3414,
  "smiles": "C1OC[C@H]2S[C@H]12",
  "species": ["C", "O", "C", "C", "S", "C", "H", "H", "H", "H", "H", "H"],
  "coordinates": [[0.740, 0.655, 1.267], [1.475, -0.669, 0.994], [0.541, -1.447, 0.217], [0.112, -0.320, -0.575], [-1.278, 0.689, -1.230], [-0.437, 0.527, 0.448], [1.461, 1.410, 0.797], [0.758, 0.608, 2.398], [1.155, -2.347, -0.357], [-0.314, -1.846, 0.765], [1.007, 0.173, -0.929], [-1.156, -0.158, 0.908]]
}

***

(b)
{
  "formula": "C4H6OS",
  "method": "ωB97M-V/def2-TZVPD",
  "gap_ev": 8.48,
  "e_homo_ha": -0.3275,
  "species": ["C", "C", "C", "C", "H", "H", "H", "H", "H", "H", "O", "S"],
  "coordinates": [[-0.473, -2.223, 0.336], [-0.243, 0.057, -0.140], [-0.370, 1.454, 0.095], [0.780, 2.294, -0.232], [-0.911, -3.414, -0.351], [-0.169, -2.506, 1.393], [0.477, -1.918, -0.429], [0.917, -0.169, -0.013], [-1.276, 1.945, 0.410], [1.914, 1.842, -0.812], [0.931, 3.560, -0.207], [-1.577, -0.924, -0.049]]
}

***

(c)
{
  "formula": "C4H6OS",
  "method": "ωB97M-V/def2-TZVPD",
  "gap_ev": 9.83,
  "e_homo_ha": -0.3531,
  "species": ["C", "C", "C", "C", "O", "S", "H", "H", "H", "H", "H", "H"],
  "coordinates": [[2.891, 0.097, 0.727], [-0.510, 0.279, -0.963], [-1.667, -0.038, 0.002], [-0.155, 0.034, 0.434], [0.599, -1.075, 0.787], [3.617, 0.736, -0.459], [0.323, -1.526, 1.592], [-0.377, -0.326, -1.862], [-0.285, 1.274, -1.319], [-2.479, 0.649, 0.190], [-2.097, -1.029, -0.101], [0.140, 0.925, 0.973]]
}

***

The least stable of them is (b).